DFT (the ωB97M-V functional and the def2-TZVPD basis) results for a 2-piece molecular cluster, C5H15N2 overall.

Each line ends with the Mulliken charge.
Cartesian coordinates (Å):
C  -0.08  -2.62  -0.49  -1.17
C  -0.64  -1.38  -1.11  0.75
C  -1.97  -1.20  -1.35  -1.01
N  0.34  -0.33  -1.40  -0.71
H  0.43  -2.37  0.43  0.23
H  0.69  -3.09  -1.06  0.35
H  -0.91  -3.32  -0.38  0.36
H  -2.34  -0.37  -1.95  0.26
H  -2.70  -1.89  -0.96  0.29
H  1.24  -0.77  -1.64  0.25
H  0.07  0.24  -2.21  0.28
C  0.39  2.62  0.48  -0.90
N  0.17  1.20  0.82  -0.03
C  1.02  0.73  1.93  -0.91
H  -0.45  2.91  -0.15  0.36
H  0.38  3.21  1.42  0.37
H  1.35  2.79  -0.03  0.34
H  0.25  0.56  -0.07  0.42
H  -0.79  1.14  1.16  0.39
H  2.07  0.91  1.72  0.36
H  0.75  -0.32  2.05  0.31
H  0.73  1.35  2.79  0.41

Values from the calculation:
LUMO energy, eV: -2.9
HOMO-LUMO gap, eV: 9.8
Charge: +1
Energy relative to the best compared isomer or geometry (same formula, charge and spin), eV: 0.888

***

DFT (the ωB97M-V functional and the def2-TZVPD basis) results for an isolated ion of composition C5H15N2 and charge +1.

Each line ends with the Mulliken charge.
Cartesian coordinates (Å):
C  -0.97  -0.43  0.23  -1.06
N  -1.83  -0.21  -0.90  -0.27
C  -3.01  0.61  -0.64  -0.86
C  0.55  -0.46  -0.21  0.05
N  0.67  0.95  -0.78  -0.28
C  2.84  -0.47  0.83  -1.37
C  1.35  -0.68  1.03  -0.42
H  -1.17  0.45  0.88  0.45
H  -1.14  -1.31  0.85  0.42
H  -1.94  -1.05  -1.45  0.22
H  -2.66  1.61  -0.35  0.28
H  -3.57  0.34  0.27  0.33
H  -3.64  0.76  -1.52  0.35
H  0.52  -1.16  -1.05  0.42
H  0.80  1.68  -0.09  0.37
H  -0.27  1.12  -1.18  0.31
H  1.31  1.04  -1.57  0.34
H  3.21  -1.24  0.12  0.33
H  3.46  -0.55  1.73  0.40
H  3.16  0.52  0.48  0.34
H  1.18  -1.66  1.53  0.35
H  1.18  0.15  1.77  0.29

Values from the calculation:
LUMO energy, eV: -3.2
HOMO-LUMO gap, eV: 10.1
Charge: +1
Energy relative to the best compared isomer or geometry (same formula, charge and spin), eV: 1.133
SMILES: CC[C@H]([NH3+])CNC

***

DFT (the ωB97M-V functional and the def2-TZVPD basis) results for a 2-piece molecular cluster, C5H15N2 overall.

Each line ends with the Mulliken spin population.
Cartesian coordinates (Å):
C  -1.66  -0.25  -2.29  -0.04
C  1.13  -1.00  1.23  0.03
C  -0.76  0.48  1.39  0.01
C  1.54  1.36  1.00  0.01
C  -0.90  -1.18  -1.43  0.92
N  0.29  0.40  -0.65  0.98
N  0.52  0.30  0.76  0.01
H  -2.58  0.30  -1.90  0.01
H  -0.98  0.43  -2.68  0.01
H  -2.16  -0.69  -3.15  0.06
H  1.83  -1.13  0.47  0.00
H  1.58  -0.70  2.14  0.00
H  0.39  -1.85  1.25  0.00
H  -1.06  1.52  1.36  0.00
H  -1.39  0.04  0.61  -0.01
H  -0.53  0.14  2.38  0.00
H  1.63  1.68  2.08  0.01
H  2.54  1.08  0.69  -0.01
H  1.11  2.14  0.43  0.01
H  -1.44  -1.58  -0.62  0.01
H  -0.20  -1.79  -1.85  0.02
H  1.10  0.31  -1.22  -0.04

Values from the calculation:
LUMO energy (spin up / spin down), eV: -2.9 / -6.7
HOMO-LUMO gap (spin up / spin down), eV: 7.6 / 8.5
Charge: +1
Energy relative to the best compared isomer or geometry (same formula, charge and spin), eV: 1.327
Multiplicity: 3

***

We obtain F_max values of 2.3; 3.6; 4.9 eV Å⁻¹ for the records listed above, in that order.